DFT (ωB97M-V with the def2-TZVPD basis set) results for the molecule C4H11NO2 in a non-equilibrium geometry.

Results
SMILES string ... OCCCNCO
Energy relative to the best compared isomer or geometry (same formula, charge and spin) ... 64.6 kcal per mole
M ... 105.14 g mol⁻¹
Multiplicity ... 1
E_tot ... -9909.441 eV
Largest force on an atom ... 0.103 Eh/bohr
Charge ... 0

Positions of all 18 atoms, in Å:
O1 2.30 -0.20 -0.42
C1 1.76 -1.48 -0.37
C2 0.22 -1.62 -0.39
C3 -0.46 -0.91 0.89
N1 -0.55 0.65 0.70
C4 -1.70 1.08 0.04
O2 -1.59 2.48 -0.24
H1 2.08 0.20 -1.28
H2 2.32 -2.10 -1.07
H3 2.04 -1.88 0.65
H4 -0.02 -2.71 -0.40
H5 -0.35 -1.16 -1.37
H6 -0.03 -1.18 1.87
H7 -1.60 -1.16 0.81
H8 0.27 0.65 0.00
H9 -2.65 0.84 0.69
H10 -1.91 0.46 -0.83
H11 -0.98 2.87 0.36


DFT (ωB97M-V with the def2-TZVPD basis set) results for a cluster of 16 separate species, C24H38Cl45N2O2 in total.

Results
M ... 1981.97 g mol⁻¹
Multiplicity ... 1
E_tot ... -596080.981 eV
Largest force on an atom ... 0.018 Eh/bohr
Charge ... +1

Positions of all 111 atoms, in Å:
C1 -0.84 -0.72 -0.20
O1 -0.18 -0.61 -1.46
C2 0.02 -1.86 -2.02
N1 0.80 -1.70 -3.29
C3 1.79 -0.58 -3.25
C4 3.03 -0.88 -2.40
C5 4.34 -1.03 -3.17
N2 4.72 -2.45 -3.30
C6 1.39 -3.04 -3.67
C7 1.93 -3.07 -5.10
C8 0.77 -3.05 -6.12
C9 0.75 -1.73 -6.89
O2 -0.34 -1.62 -7.77
H1 -1.43 -1.64 -0.13
H2 -1.50 0.13 -0.07
H3 -0.11 -0.72 0.61
H4 0.54 -2.56 -1.36
H5 -0.94 -2.31 -2.29
H6 0.12 -1.50 -4.03
H7 1.32 0.33 -2.92
H8 2.10 -0.42 -4.29
H9 2.89 -1.75 -1.75
H10 3.14 -0.02 -1.73
H11 4.26 -0.59 -4.17
H12 5.13 -0.48 -2.66
H13 5.56 -2.64 -2.77
H14 4.94 -2.69 -4.26
H15 0.56 -3.75 -3.62
H16 2.12 -3.36 -2.93
H17 2.64 -2.27 -5.29
H18 2.45 -4.03 -5.17
H19 -0.18 -3.16 -5.59
H20 0.84 -3.90 -6.80
H21 1.71 -1.62 -7.42
H22 0.63 -0.90 -6.18
H23 -0.22 -2.25 -8.49
C10 -0.01 0.47 4.04
Cl1 -0.21 1.66 2.75
Cl2 -0.87 0.95 5.49
Cl3 -0.57 -1.12 3.50
H24 1.05 0.40 4.26
C11 -3.42 2.15 8.59
Cl4 -3.82 1.04 9.91
Cl5 -1.67 2.13 8.30
Cl6 -4.32 1.73 7.14
H25 -3.70 3.15 8.89
C12 -3.55 -3.12 1.50
Cl7 -4.50 -1.82 0.77
Cl8 -4.58 -4.28 2.32
Cl9 -2.56 -3.93 0.26
H26 -2.88 -2.68 2.22
C13 -4.00 -2.30 12.18
Cl10 -4.37 -3.86 11.43
Cl11 -5.04 -2.00 13.56
Cl12 -2.30 -2.21 12.64
H27 -4.19 -1.53 11.44
C14 0.23 3.81 -3.69
Cl13 0.06 2.42 -2.60
Cl14 1.93 4.08 -4.08
Cl15 -0.72 3.58 -5.15
H28 -0.13 4.69 -3.17
C15 -2.85 -4.81 8.11
Cl16 -1.13 -4.47 8.28
Cl17 -3.48 -4.15 6.60
Cl18 -3.17 -6.54 8.22
H29 -3.36 -4.33 8.93
C16 0.78 7.33 -1.45
Cl19 0.68 5.90 -0.43
Cl20 2.43 7.61 -1.98
Cl21 -0.30 7.19 -2.85
H30 0.46 8.19 -0.87
C17 2.05 11.45 -1.93
Cl22 1.52 10.69 -0.42
Cl23 1.13 10.83 -3.30
Cl24 1.93 13.20 -1.82
H31 3.10 11.19 -2.08
C18 0.39 -7.01 -5.63
Cl25 1.44 -6.32 -6.86
Cl26 1.29 -7.16 -4.11
Cl27 -1.07 -6.04 -5.42
H32 0.09 -8.01 -5.94
C19 2.76 -10.47 -5.24
Cl28 2.71 -11.96 -4.29
Cl29 4.27 -10.33 -6.12
Cl30 1.40 -10.41 -6.38
H33 2.67 -9.64 -4.56
C20 4.45 6.63 1.87
Cl31 3.87 8.07 1.03
Cl32 3.72 6.49 3.46
Cl33 4.16 5.18 0.91
H34 5.52 6.73 2.00
C21 -3.47 6.38 0.77
Cl34 -5.15 6.77 0.40
Cl35 -2.42 6.73 -0.61
Cl36 -2.91 7.26 2.20
H35 -3.41 5.33 0.98
C22 -6.71 3.84 4.60
Cl37 -6.77 4.40 2.93
Cl38 -6.44 2.09 4.66
Cl39 -5.48 4.69 5.52
H36 -7.67 4.04 5.05
C23 -4.87 6.34 9.95
Cl40 -4.00 7.76 10.51
Cl41 -4.48 5.98 8.26
Cl42 -4.51 4.94 10.97
H37 -5.93 6.54 10.01
C24 7.27 -7.39 -7.00
Cl43 5.51 -7.25 -7.00
Cl44 8.00 -6.22 -5.90
Cl45 7.75 -9.03 -6.57
H38 7.63 -7.18 -7.99


DFT (ωB97M-V with the def2-TZVPD basis set) results for a cluster of 12 separate species, C4H22BO19 in total in a non-equilibrium geometry.

Results
Energy relative to the best compared isomer or geometry (same formula, charge and spin) ... 56.7 kcal per mole
M ... 385.01 g mol⁻¹
Multiplicity ... 1
E_tot ... -44091.457 eV
Largest force on an atom ... 0.082 Eh/bohr
Charge ... -1

Positions of all 46 atoms, in Å:
O1 0.44 -2.18 2.44
C1 0.25 -1.35 1.53
O2 0.47 0.01 1.51
B1 0.22 0.56 0.13
O3 -0.32 -0.59 -0.63
C2 -0.16 -1.75 0.03
O4 -0.35 -2.93 -0.32
O5 1.40 1.12 -0.51
C3 1.29 2.41 -0.80
O6 2.20 3.13 -1.14
C4 -0.15 2.80 -0.34
O7 -0.67 1.73 0.20
O8 -0.64 3.96 -0.31
O9 0.20 -7.51 -2.81
H1 -0.21 -6.74 -2.42
H2 -0.49 -8.18 -2.80
O10 -3.56 -2.54 -4.71
H3 -2.81 -1.96 -4.57
H4 -3.56 -2.71 -5.65
O11 -3.91 4.05 3.76
H5 -3.20 4.51 3.31
H6 -3.55 3.19 3.96
O12 3.22 -2.26 6.40
H7 3.02 -2.04 5.49
H8 3.42 -3.19 6.38
O13 -2.75 -6.51 3.94
H9 -3.21 -6.20 3.16
H10 -1.99 -5.93 4.02
O14 -0.41 0.65 -4.56
H11 -0.04 0.43 -3.71
H12 0.35 0.76 -5.13
O15 2.78 8.60 -2.14
H13 3.34 8.02 -1.62
H14 2.65 8.15 -2.97
O16 -3.47 8.40 -1.42
H15 -3.00 7.64 -1.76
H16 -2.91 9.15 -1.64
O17 -1.96 0.79 5.21
H17 -2.54 0.06 5.00
H18 -1.11 0.52 4.86
O18 6.42 4.12 -3.90
H19 6.42 3.24 -4.28
H20 5.97 4.02 -3.05
O19 1.31 -9.34 0.57
H21 0.93 -8.67 0.00
H22 0.67 -9.43 1.28